(1)
18
Properties=species:S:1:pos:R:3:forces:R:3:mulliken_charge:R:1 method="wB97M-V/def2-TZVPD" gap_ev=8.6 e_above_lowest_ev=3.289 spin_multiplicity=1 total_charge=+1
C 0.3389 0.5116 3.1027 -0.1810 -0.8432 -2.8714 -0.69
C 0.5959 0.6442 1.7514 -1.8580 1.1141 1.4069 -0.67
C 0.1580 -0.3005 0.6534 0.6792 0.2767 0.0473 -0.12
C -0.8756 0.3469 -0.3090 -0.6205 -1.3936 0.2433 -0.68
C -0.4529 0.3893 -1.8187 -0.1080 -1.6512 -1.0920 -0.61
N 0.3986 -0.9668 -2.1393 -3.3336 0.0774 3.8382 -0.41
H -0.4534 -0.1347 3.5573 1.4349 -0.0427 -0.4959 0.25
H 1.0341 1.0455 3.6906 -0.2674 1.1985 1.1555 0.30
H 0.7828 1.7238 1.3817 1.0857 -1.9490 0.6078 0.29
H 1.1102 -0.6604 0.2073 -0.3398 0.5015 -0.0979 0.25
H -0.2493 -1.2313 1.0094 -0.2717 -0.2583 0.7141 0.42
H -1.1285 1.2796 0.2226 -0.0013 0.1026 -1.2744 0.53
H -1.8205 -0.3152 -0.1653 1.3511 1.2439 -0.8317 0.32
H 0.1838 1.1076 -2.3100 0.1820 0.9261 0.8820 0.38
H -1.2792 0.2533 -2.5348 -0.0470 0.2304 0.6417 0.36
H -0.2719 -1.6795 -1.5857 2.4016 1.1360 -2.2741 0.41
H 0.6698 -1.1296 -3.0821 -0.6292 -0.4900 -1.2276 0.32
H 1.2592 -0.8836 -1.6316 0.5229 -0.1792 0.6282 0.34

---

(2)
187
Properties=species:S:1:pos:R:3:forces:R:3:mulliken_charge:R:1 method="wB97M-V/def2-TZVPD" gap_ev=8.8 e_above_lowest_ev=4.156 spin_multiplicity=1
C -9.7003 -13.8028 3.7919 1.3490 0.0188 -0.1322 0.17
O -8.6437 -14.6212 4.3595 -1.8632 -0.7150 -0.6224 -0.69
C -8.9389 -16.0477 4.6012 0.8907 0.9131 -1.2330 -1.39
C -9.1927 -16.9142 3.3083 -0.4946 -0.5384 1.7028 2.34
C -9.4084 -18.4099 3.7388 0.5317 0.4655 -0.9349 -1.02
N -8.0823 -16.7911 2.3735 -0.3717 0.4817 0.8892 0.50
H -10.6130 -13.6093 4.3556 0.0539 -0.5771 0.7239 -0.21
H -10.0052 -14.1483 2.8041 0.1065 -0.1091 -0.1590 0.24
H -9.1919 -12.8422 3.7088 -0.2081 0.1259 -0.3163 0.16
H -7.9762 -16.3018 5.0447 -0.2562 -0.6570 0.2901 0.39
H -9.7774 -16.1155 5.2944 0.0358 -0.2220 0.0748 0.47
H -10.1380 -16.5466 2.9089 -0.2205 0.0197 -0.3297 -0.92
H -8.4650 -18.8354 4.0810 -0.0098 0.2248 0.6835 -0.34
H -9.5912 -19.0525 2.8775 -0.3598 0.3880 -0.3090 -0.31
H -10.2505 -18.5989 4.4045 0.2270 0.2977 0.3290 0.72
H -7.8980 -15.7981 2.3626 0.4888 0.3325 -0.0773 -0.26
H -8.3887 -16.9870 1.4313 -0.3610 -0.1189 -0.0585 -0.01
C -12.6869 -19.5801 2.6342 -0.3590 -0.0436 1.5078 -0.60
O -12.0365 -20.8206 2.6878 0.7513 -0.3264 -2.5488 -0.21
C -12.0418 -21.5636 3.8492 0.8823 -0.1277 0.8425 -0.93
C -11.0757 -22.8236 3.8362 -0.6574 1.7046 0.8432 2.18
C -11.2733 -23.7023 2.6516 0.1917 0.0995 -0.7897 -1.66
N -11.3183 -23.6016 5.0385 0.0453 -0.4282 -0.5325 -0.75
H -12.1770 -18.8411 3.2522 0.2929 0.1309 0.0778 -0.12
H -13.6653 -19.7027 3.0988 -0.4749 0.2340 -0.2902 0.53
H -12.7658 -19.1440 1.6383 0.0809 -0.6317 -0.1390 0.22
H -11.6932 -20.8923 4.6340 0.1042 -0.0539 0.6768 0.37
H -13.0357 -21.9014 4.1426 -0.4359 -0.1455 -0.1647 0.33
H -10.0526 -22.4490 3.8687 0.1233 -0.0086 -0.0792 -0.95
H -10.9120 -23.1699 1.7718 0.0026 -0.1984 -0.1397 0.10
H -12.3222 -23.9294 2.4609 -0.1239 -0.1079 0.1763 0.49
H -10.7109 -24.6241 2.8005 -0.0367 -0.0278 -0.1721 0.44
H -11.2041 -23.1270 5.9227 -0.2165 0.2169 -0.1177 0.26
H -12.2545 -23.9543 4.9000 -0.1913 -0.2618 0.8032 0.31
C -10.9884 -13.1758 8.4234 0.1192 0.3288 0.5786 -0.25
O -9.5754 -13.0962 8.4347 0.2335 -0.8214 -0.4052 -0.46
C -9.0468 -12.1577 7.4977 0.2837 0.6705 0.4485 -0.17
C -7.5179 -12.3341 7.3035 -1.0956 -0.7436 -1.5497 0.33
C -6.8247 -11.4006 6.2974 0.5945 0.3187 1.1227 -1.51
N -7.3011 -13.7257 6.8319 0.0974 0.3888 1.4015 -0.81
H -11.4039 -12.1756 8.5461 -0.1835 -0.0053 -0.0096 0.06
H -11.3180 -13.8009 9.2533 0.3018 0.0435 0.1873 0.40
H -11.4442 -13.6245 7.5408 0.3691 0.0402 -0.5566 0.01
H -9.5479 -12.2635 6.5355 -0.1369 0.0645 -0.2033 -0.07
H -9.2663 -11.1888 7.9462 -0.0553 0.5367 -0.3844 0.46
H -7.0381 -12.1536 8.2654 0.0904 -0.3386 0.0753 0.36
H -5.7767 -11.6553 6.4556 0.1972 0.1194 -0.1913 0.38
H -6.9171 -10.3629 6.6180 -0.1604 0.1617 -0.1878 0.40
H -6.9628 -11.4761 5.2189 -0.7303 -0.3445 0.1503 0.26
H -7.9180 -14.2139 7.4652 0.1674 -0.8795 0.2573 0.40
H -7.7600 -13.8756 5.9448 0.0809 0.3545 -0.4751 0.25
C -11.1023 -16.1502 0.3362 0.2335 -0.0042 -0.4392 -1.17
O -9.8279 -16.7892 0.1353 -1.6096 -0.1490 -1.0987 -0.18
C -9.9829 -18.0305 -0.5546 1.0476 -0.3876 -0.3996 -0.65
C -8.5968 -18.3752 -1.1960 0.9579 0.3798 -0.5075 1.52
C -7.9691 -17.2109 -2.0048 -1.0054 0.4142 0.4943 -1.55
N -8.5733 -19.5729 -2.0527 -0.7602 -0.2020 0.6080 -0.40
H -11.6195 -16.4944 1.2319 0.4460 0.4760 0.6460 0.28
H -11.8741 -16.3612 -0.4040 0.4271 -0.3830 -0.7655 0.54
H -10.9112 -15.0849 0.2070 -0.1648 0.0766 0.8130 0.30
H -10.3952 -18.7445 0.1583 0.5445 -0.5646 0.1103 -0.06
H -10.7417 -18.0338 -1.3372 -0.0732 0.6969 -0.3572 0.70
H -7.8626 -18.5504 -0.4097 -0.2020 -0.2847 0.4001 -0.87
H -6.9857 -17.4871 -2.3853 -0.0817 -0.0899 0.0701 0.49
H -7.8792 -16.2968 -1.4180 0.1280 -0.0605 0.0882 -0.10
H -8.6309 -16.9669 -2.8358 0.0428 -0.0112 -0.2720 0.43
H -7.6473 -19.7380 -2.4206 0.3119 0.0884 0.3319 0.31
H -9.1250 -19.4616 -2.8913 -0.4502 0.1886 0.0039 0.24
C -1.5598 -19.7014 3.3131 -0.5121 1.0608 -0.5307 -0.80
O -2.8630 -19.1276 3.4538 0.1585 -0.8500 0.2831 -0.25
C -3.3856 -18.4748 2.2967 0.1021 0.4852 1.1267 -1.25
C -4.8716 -18.2155 2.5384 -0.6264 -1.1255 0.5532 0.82
C -5.6623 -19.5052 2.7438 0.9882 -1.1458 1.0656 -1.61
N -5.5263 -17.6667 1.3743 0.6994 0.8514 -0.7914 -0.79
H -0.8688 -18.9170 3.0043 0.2179 0.0968 -0.3930 0.31
H -1.5944 -20.4838 2.5550 0.2310 -0.2163 0.0739 0.32
H -1.1422 -20.0454 4.2593 -0.6824 -0.2481 0.0955 0.23
H -2.8447 -17.5308 2.2312 -0.0796 0.3169 -0.4382 0.46
H -3.2489 -19.0138 1.3592 0.0862 -0.4335 -0.0347 0.34
H -5.0291 -17.6018 3.4253 0.2850 0.3621 -0.0765 0.50
H -5.5046 -20.1396 1.8716 0.1338 -0.2857 -0.1084 0.54
H -6.7437 -19.3837 2.8064 0.0981 0.4618 0.1791 -0.04
H -5.3086 -20.0543 3.6164 -0.1523 -0.1743 0.0938 0.47
H -5.7548 -18.5431 0.9273 -0.2459 0.3045 -1.1441 0.33
H -6.4157 -17.3654 1.7462 -0.2137 0.2910 -0.1102 0.58
C -12.8823 -16.4127 4.7476 -0.3210 0.4465 -0.4341 -0.31
O -13.3879 -16.1213 3.4560 0.1902 -0.2098 0.1400 -0.40
C -13.6416 -14.7309 3.3748 -1.4967 -0.8828 -1.0796 0.56
C -14.6746 -14.4336 2.2337 1.2583 1.2505 0.1390 0.10
C -14.2327 -14.7924 0.7798 -0.4248 0.3158 1.2127 -1.29
N -14.8605 -12.9573 2.2778 -0.0036 -0.2464 -0.6846 -0.78
H -13.6395 -16.1094 5.4707 -0.0819 -0.2759 0.3898 0.43
H -12.0194 -15.7689 4.9178 0.4326 -0.2414 0.2456 -0.15
H -12.6514 -17.4750 4.8268 0.0482 0.1840 0.0192 0.28
H -14.1583 -14.3890 4.2717 0.1146 0.0129 0.3297 -0.02
H -12.7060 -14.1763 3.3032 0.1866 0.2165 -0.3878 -0.22
H -15.6319 -14.8652 2.5259 0.0804 -0.3251 -0.2007 0.41
H -14.1334 -15.8634 0.6034 0.0921 0.0585 0.1037 0.26
H -13.2914 -14.2696 0.6103 0.2088 -0.1881 -0.1307 0.14
H -14.9502 -14.3669 0.0781 -0.0903 -0.1091 0.0661 0.48
H -13.9585 -12.5421 2.0929 0.3085 0.1732 -0.5423 0.26
H -15.0202 -12.6333 3.2211 -0.2326 -0.5031 0.2120 0.44
C -8.9605 -20.9826 1.2678 0.2772 -0.0816 1.2395 1.42
O -7.8349 -21.7714 0.8921 -0.7339 0.0728 -0.5284 -0.33
C -8.0729 -23.1681 0.6675 -0.1164 0.3807 -0.5969 -0.49
C -8.9578 -23.4922 -0.5701 -0.4789 2.1189 0.3472 0.80
C -8.8002 -24.8786 -1.0241 0.0848 -1.2801 -0.2704 -1.65
N -8.6359 -22.5991 -1.6968 0.2139 -0.1626 0.4640 -0.67
H -9.2203 -21.1743 2.3089 -0.0852 -0.4462 0.2559 -0.44
H -9.9058 -21.0652 0.7315 0.2639 -0.3531 -0.6516 0.36
H -8.6795 -19.9309 1.3230 0.3918 -0.0909 -0.6429 -1.25
H -7.0901 -23.5683 0.4185 0.1883 -0.0077 0.2581 0.51
H -8.4372 -23.6442 1.5779 -0.1342 -0.1116 0.1590 0.11
H -10.0063 -23.2977 -0.3446 -0.1604 0.0570 0.1784 0.14
H -9.3516 -25.6120 -0.4357 0.3200 -0.0228 0.3515 0.34
H -7.7268 -25.0679 -1.0140 0.0383 -0.6388 -0.1812 0.37
H -9.1882 -24.9947 -2.0361 0.1609 0.1553 -0.0769 0.43
H -8.5675 -21.6570 -1.3392 -0.5139 0.5091 -0.0458 0.14
H -7.6633 -22.7556 -1.9198 0.4326 -0.4303 -0.4052 0.33
C -10.6806 -10.5206 2.1061 0.3326 0.8845 0.5856 -0.61
O -10.9972 -9.2390 1.5597 -0.0012 -1.1843 -0.9891 -0.38
C -11.3170 -8.2380 2.4777 0.7554 -0.1475 0.2725 -0.13
C -11.9500 -7.0329 1.7881 1.3646 0.2006 0.1728 0.26
C -10.9280 -6.3256 0.9436 0.3817 0.6291 -1.3782 -1.33
N -12.2897 -6.0103 2.7899 -1.0419 -0.9476 -0.1216 -0.74
H -11.5668 -10.9321 2.5892 -0.1125 -0.3674 -0.1079 0.26
H -9.8992 -10.4441 2.8622 0.0545 0.3336 0.4507 0.43
H -10.2028 -11.1946 1.3951 -0.6533 0.2491 -0.5572 0.15
H -11.8855 -8.6130 3.3288 -0.7343 -0.2152 -0.0347 -0.01
H -10.3814 -7.9247 2.9409 0.3473 0.4381 0.2155 0.26
H -12.7461 -7.3752 1.1270 -0.5213 0.2565 0.4407 0.33
H -10.4779 -6.9022 0.1354 0.1381 -0.3849 0.3334 0.26
H -10.1622 -5.8553 1.5604 0.2940 -0.3476 0.0991 0.34
H -11.3750 -5.4802 0.4205 -0.3585 0.0563 0.0932 0.36
H -12.8046 -6.5068 3.5029 -0.3851 0.2996 0.4601 0.26
H -11.4210 -5.7412 3.2293 0.1662 0.1896 0.0947 0.30
C -6.8042 -13.7903 0.1464 0.6169 0.7587 -0.4055 -0.35
O -6.9756 -12.3500 0.2537 0.3131 -0.5755 -0.5322 -0.19
C -6.4406 -11.6802 -0.9131 -1.3049 0.2830 0.0650 -0.96
C -6.8743 -10.1796 -0.9683 -0.2673 -0.7764 1.8889 0.80
C -8.3780 -9.9252 -1.0157 0.2130 -1.4214 -0.6367 -1.32
N -6.2571 -9.5064 -2.0626 0.2140 -0.0482 -0.7450 -0.77
H -7.0863 -14.3351 1.0473 -0.0804 0.6270 0.1647 -0.40
H -5.7563 -14.0072 -0.0611 0.2085 -0.0701 0.1976 0.42
H -7.3439 -14.2353 -0.6896 -0.4135 0.3151 -0.1583 0.27
H -5.3546 -11.7409 -0.9839 0.2579 -0.0536 0.3773 0.39
H -6.8236 -12.1958 -1.7938 -0.1439 0.0099 -0.3125 0.34
H -6.5295 -9.7152 -0.0444 0.1785 -0.2786 0.5806 0.23
H -8.7338 -9.0012 -0.5599 0.1883 -0.1408 0.1045 0.30
H -8.8308 -10.8144 -0.5772 -0.4539 0.3333 0.3078 0.10
H -8.6378 -9.9498 -2.0740 -0.3061 0.1763 -0.0944 0.48
H -5.2581 -9.5266 -1.9152 0.2314 0.4298 -0.2033 0.25
H -6.6127 -8.5675 -1.9526 0.5190 0.4520 -0.5579 0.27
C -12.7376 -9.7056 7.4933 0.2847 0.0175 -0.5323 -0.91
O -12.3127 -10.8730 6.7976 -0.6648 0.1923 0.5042 0.03
C -13.1911 -11.3190 5.8108 0.2506 -1.2609 -1.4160 0.22
C -14.5833 -11.7978 6.1940 0.1351 0.6593 1.6464 0.27
C -14.5449 -12.9400 7.1765 0.3066 -1.0084 -0.0026 -1.24
N -15.3266 -12.1738 5.0303 -0.2788 0.1634 -0.9187 -0.60
H -12.7939 -8.8856 6.7774 0.0702 0.3263 0.0111 0.28
H -11.9720 -9.4993 8.2412 -0.1488 0.0421 -0.0281 0.25
H -13.7203 -9.7852 7.9582 0.0253 -0.2932 0.1721 0.37
H -13.2920 -10.6616 4.9472 0.0011 0.8980 0.0729 0.03
H -12.7053 -12.1782 5.3483 0.2756 -0.3181 0.1001 -0.58
H -15.0584 -10.9373 6.6651 -0.2828 0.0970 0.4257 0.48
H -13.8892 -12.7872 8.0337 -0.4793 0.5006 0.2530 0.32
H -14.1058 -13.8436 6.7537 0.1927 0.0033 -0.6587 0.06
H -15.5479 -13.2823 7.4316 -0.0631 0.3801 0.5171 0.44
H -15.6221 -11.3489 4.5279 0.0267 0.2740 -0.1524 0.32
H -16.1916 -12.6615 5.2145 0.0307 -0.2016 0.4657 0.15
C -6.9772 -19.5303 7.0422 0.7122 0.1051 0.0240 -0.56
O -6.3329 -20.5576 6.2640 0.1701 2.1648 0.9809 -0.26
C -7.1212 -21.6710 6.0978 -0.4235 -0.7058 -1.5615 -0.25
C -6.3348 -22.6645 5.2338 0.4287 -1.0807 -0.1855 0.58
C -7.0391 -24.0234 5.0482 -0.3033 1.4588 -0.3006 -1.23
N -5.1025 -23.0027 5.9109 0.3746 -0.3893 0.6005 -0.78
H -6.2452 -18.8408 7.4629 0.4760 -0.2421 -0.2992 0.29
H -7.4957 -19.9098 7.9227 -0.2732 -0.4473 -0.1398 0.35
H -7.6385 -18.8864 6.4624 -0.3109 -0.3553 -0.3214 0.05
H -7.3622 -22.0931 7.0734 -0.1320 -0.4654 0.1773 0.37
H -8.0486 -21.4182 5.5837 -0.4866 0.1399 -0.0410 0.07
H -6.0273 -22.3567 4.2345 -0.5517 0.9221 0.0155 -0.06
H -6.4642 -24.6545 4.3706 0.1558 -0.0892 0.4265 0.33
H -7.9878 -23.8294 4.5477 -0.3839 -0.3126 0.2921 0.13
H -7.1597 -24.4276 6.0533 -0.2922 -0.5477 -0.2412 0.44
H -4.6132 -22.1828 6.2403 0.0654 0.3444 -0.1674 0.31
H -5.4883 -23.4193 6.7462 0.7080 -0.4632 0.6553 0.32